(1)
Here is a 2-piece molecular cluster, C11H18 overall in a non-equilibrium geometry from the Open Molecules 2025 dataset. Energies are from wB97M-V/def2-TZVPD.

The geometry in XYZ format:
```
29
Properties=species:S:1:pos:R:3:forces:R:3
C -1.2182 -2.1273 -2.0231 -0.6 -1.6 0.2
C -1.8032 -0.9707 -1.2861 1.0 1.1 -1.0
C -1.3725 0.3194 -1.7113 -0.6 -1.0 1.3
C -1.6060 1.3667 -0.8513 1.1 1.7 -0.5
C -2.3772 1.2866 0.3017 0.4 0.1 -0.4
C -3.0067 0.0920 0.5381 0.0 -1.2 0.5
C -2.6081 -1.0676 -0.1710 -1.0 0.7 0.3
H -1.8741 -3.0018 -1.9787 -0.1 -0.1 0.4
H -0.2641 -2.4585 -1.5816 -0.2 0.3 -0.3
H -1.1436 -2.0132 -3.0990 0.5 0.6 -0.1
H -0.7598 0.4458 -2.5909 0.0 -0.1 -0.1
H -1.0688 2.3177 -1.0498 -0.6 -0.6 0.0
H -2.3394 2.1232 0.9926 -0.6 -0.1 -0.1
H -3.7576 -0.0189 1.3216 0.4 0.0 0.0
H -3.0177 -2.0110 0.1855 0.2 0.0 -0.3
C 2.4863 -0.6340 0.1014 0.3 -1.7 -0.1
C 1.5312 0.2793 0.8888 2.4 0.9 -0.5
C 1.9640 0.2257 2.3995 0.1 -0.2 -0.8
C 1.7927 1.7008 0.3332 -1.9 1.0 0.9
H 2.2697 -1.6532 0.4533 0.4 -0.1 -0.3
H 3.5862 -0.4920 0.1660 -0.6 0.4 1.1
H 2.4669 -0.6586 -0.9943 -1.1 0.3 0.0
H 0.4871 0.0315 0.6950 0.1 -0.3 0.2
H 2.7467 1.0065 2.5063 -0.5 -0.6 0.4
H 1.1784 0.3320 3.1585 0.0 0.4 -0.4
H 2.4122 -0.7537 2.5779 0.1 0.1 0.2
H 0.8259 2.0413 -0.0421 0.2 0.2 -0.5
H 1.9199 2.3766 1.1832 0.4 0.1 -0.2
H 2.5499 1.9152 -0.4234 0.1 -0.6 0.2
```
Forces are in eV/Å.

## Properties
- E_LUMO (Eh) = 0.03499
- spin multiplicity = 1
- energy (Eh) = -429.89460
- SMILES = Cc1ccccc1.CC(C)C
- max |F| (eV/A) = 2.6
- gap between HOMO and LUMO (eV) = 10.04

Here are the natural (NBO) charges for atoms 1 to 2, given in e: number 1, C, carries -0.641; number 2, C, carries -0.003

=====

(2)
Here is a 2-piece molecular cluster, C8H8BrFN2O3S overall in a non-equilibrium geometry from the Open Molecules 2025 dataset. Energies are from wB97M-V/def2-TZVPD.

The geometry in XYZ format:
```
24
Properties=species:S:1:pos:R:3:forces:R:3
C 5.3758 -1.6756 0.0359 -9.9 2.5 -2.7
C 4.0822 -1.3518 -0.4749 8.0 -1.7 4.1
N 2.6216 -1.0176 -0.8446 2.2 -1.2 1.1
C 1.8086 -1.9820 0.0114 -0.2 -0.9 1.5
C 0.2014 -1.9876 -0.3094 -3.8 -1.2 5.9
O -0.6793 -2.1737 0.7133 6.2 1.4 -7.5
Br -0.3709 -1.7684 -2.2149 0.6 -0.2 2.0
S 2.3849 0.6506 -0.3670 6.2 6.3 3.7
O 3.3535 1.6024 -1.1537 -5.0 -4.4 1.8
O 2.7581 0.7919 1.1354 -2.9 -1.2 -5.2
F 0.7418 1.1377 -0.6093 3.2 -1.8 0.1
H 6.2303 -1.9028 0.8379 -2.3 0.6 -2.4
H 1.9570 -1.7335 1.1674 -0.6 -0.4 -2.5
H 2.3277 -3.0469 -0.1348 -1.6 2.3 0.0
C -4.4368 1.1538 0.2751 0.1 -0.4 -0.1
C -3.8888 2.4463 0.4556 0.3 0.3 0.0
C -2.5240 2.3375 0.3093 0.0 0.1 0.0
N -2.2289 1.0240 0.0517 -0.1 0.0 0.0
C -3.3897 0.2957 0.0235 -0.1 0.0 0.0
H -5.4825 0.8789 0.3223 0.2 0.0 0.0
H -4.4314 3.3582 0.6686 0.1 -0.1 0.0
H -1.7395 3.0802 0.3677 -0.2 -0.1 0.0
H -1.3001 0.6509 -0.0955 -0.4 0.2 0.1
H -3.3710 -0.7682 -0.1711 0.0 0.2 0.1
```
Forces are in eV/Å.

## Properties
- E_LUMO (Eh) = -0.08629
- spin multiplicity = 1
- energy (Eh) = -3716.58084
- SMILES = C#CN(CC(=O)Br)S(=O)(=O)F.c1cc[nH]c1
- max |F| (eV/A) = 10.6
- gap between HOMO and LUMO (eV) = 5.67

Here are the natural (NBO) charges for atoms 1 to 2, given in e: number 1, C, carries -0.213; number 2, C, carries 0.083

=====

(3)
Here is C5H8ClF in the gas phase in a non-equilibrium geometry from the Open Molecules 2025 dataset. Energies are from wB97M-V/def2-TZVPD.

The geometry in XYZ format:
```
15
Properties=species:S:1:pos:R:3:forces:R:3
C 0.9328 2.0955 0.0809 0.8 0.2 0.6
C 0.3589 1.0213 -0.7578 0.0 -2.6 0.9
F -0.0959 1.4930 -1.9286 -0.3 0.3 -0.4
C 0.2225 -0.3261 -0.5293 1.3 2.2 0.0
C -0.4964 -1.1698 -1.5321 -0.9 2.0 0.7
C 0.7048 -0.9523 0.7520 -0.9 -0.4 -0.3
Cl -0.7759 -1.0661 1.8681 0.6 -0.2 -0.2
H 1.5698 2.7309 -0.5884 -0.7 -0.2 0.8
H 0.1569 2.6580 0.6344 0.3 0.1 -0.7
H 1.5642 1.6847 0.8974 -0.2 0.1 -0.7
H 0.0573 -1.5423 -2.3288 1.5 -0.5 -1.4
H -0.9023 -2.0152 -1.0444 -1.0 -0.7 0.5
H -1.2205 -0.4635 -1.9707 -0.3 -1.0 0.1
H 1.0678 -1.9933 0.5913 -0.4 0.8 0.2
H 1.4248 -0.3849 1.3267 0.1 0.1 -0.2
```
Forces are in eV/Å.

## Properties
- E_LUMO (Eh) = 0.03357
- spin multiplicity = 1
- energy (Eh) = -755.34794
- SMILES = C/C(F)=C(/C)CCl
- max |F| (eV/A) = 2.8
- gap between HOMO and LUMO (eV) = 9.87

Here are the natural (NBO) charges for atoms 1 to 2, given in e: number 1, C, carries -0.689; number 2, C, carries 0.431

=====

(4)
Here is a 2-piece molecular cluster, C25H22BF3N2 overall in a non-equilibrium geometry from the Open Molecules 2025 dataset. Energies are from wB97M-V/def2-TZVPD.

The geometry in XYZ format:
```
53
Properties=species:S:1:pos:R:3:forces:R:3
C -3.8526 -1.6776 2.7381 -0.2 0.1 0.0
N -2.8360 -0.6605 2.5787 -0.1 -0.1 0.0
C -3.0418 0.6824 2.3345 1.2 0.3 -0.1
C -1.8023 1.3160 2.2290 -1.0 -0.9 0.2
C -0.7953 0.3284 2.4401 0.0 -1.1 0.2
C -1.4698 -0.9219 2.6482 0.2 1.6 -0.3
C -0.7802 -2.1067 2.8397 1.2 -0.6 0.1
C 0.6393 -2.0652 2.8506 -2.1 0.5 -0.1
C 1.3065 -0.8416 2.6777 1.4 1.1 -0.1
B 3.0186 -0.7830 2.7223 -3.7 -0.1 -0.1
F 3.3669 0.5692 2.6246 0.9 0.1 0.0
F 3.3058 -1.3526 3.9621 1.2 -0.1 0.2
F 3.3766 -1.5437 1.6109 1.3 -0.2 -0.1
C 0.6128 0.3519 2.4706 -0.9 -0.6 0.0
H -3.3691 -2.6542 2.8260 -0.1 0.2 -0.1
H -4.4500 -1.5090 3.6435 0.1 0.0 -0.1
H -4.5287 -1.6999 1.8745 0.1 0.0 0.1
H -4.0389 1.1036 2.2498 0.1 -0.3 0.0
H -1.5884 2.3399 1.9947 -0.2 -0.1 -0.1
H -1.3234 -3.0411 2.9777 0.2 0.1 0.0
H 1.1860 -2.9946 2.9999 0.0 0.3 0.0
H 1.0920 1.3250 2.3331 0.3 -0.5 0.1
C -6.7407 5.1019 1.3386 -0.6 -0.1 0.2
N -5.3267 5.1173 1.0314 1.2 -1.1 1.5
C -4.3603 4.5252 1.7854 -0.9 0.8 -1.0
C -3.0884 4.8533 1.2568 0.7 -0.1 0.0
C -1.8614 4.4330 1.7823 -0.8 1.1 0.2
C -0.5908 4.6459 1.1405 0.7 -0.2 -0.4
C -0.4113 4.4732 -0.2564 0.1 0.4 0.3
C 0.7917 4.8392 -0.8580 -0.2 -0.1 0.2
C 1.8478 5.3403 -0.0833 -0.4 0.1 0.3
C 1.7026 5.4398 1.3090 0.1 0.0 0.0
C 0.5159 5.0585 1.9210 -0.4 -0.2 -0.1
C -3.3413 5.7842 0.1467 -0.8 -0.1 -0.4
C -2.5624 6.6271 -0.6392 -0.1 0.3 -0.5
C -3.1918 7.4382 -1.6023 0.1 -0.2 0.5
C -4.5908 7.4844 -1.7266 -0.1 -0.5 0.3
C -5.3996 6.7159 -0.8776 0.4 0.0 -0.2
C -4.7491 5.8688 0.0116 0.7 0.7 0.1
H -7.2794 5.5696 0.5097 0.0 -0.3 0.3
H -7.0903 4.0732 1.4700 0.1 0.2 -0.1
H -6.9537 5.6600 2.2627 0.2 -0.1 -0.3
H -4.6024 3.8961 2.6362 0.0 0.1 -0.2
H -1.8714 4.1100 2.8272 0.1 -0.1 -0.3
H -1.2312 4.0742 -0.8521 0.2 0.1 0.1
H 0.8994 4.7483 -1.9398 0.0 -0.1 0.3
H 2.7655 5.6855 -0.5664 -0.3 -0.3 0.2
H 2.5178 5.8206 1.9263 -0.2 -0.2 -0.2
H 0.3845 5.1046 3.0040 0.2 0.1 -0.3
H -1.4813 6.6436 -0.5005 -0.4 0.1 -0.3
H -2.5761 8.0557 -2.2570 -0.2 -0.1 0.2
H -5.0594 8.1198 -2.4762 0.2 -0.1 0.2
H -6.4871 6.7498 -0.8735 0.3 0.2 -0.3
```
Forces are in eV/Å.

## Properties
- E_LUMO (Eh) = -0.11639
- spin multiplicity = 1
- energy (Eh) = -1399.87919
- max |F| (eV/A) = 3.7
- gap between HOMO and LUMO (eV) = 3.34

Here are the natural (NBO) charges for atoms 1 to 2, given in e: number 1, C, carries -0.397; number 2, N, carries -0.358

=====

(5)
Here is a 2-piece molecular cluster, C14H14NO3P2S overall in a non-equilibrium geometry from the Open Molecules 2025 dataset. Energies are from wB97M-V/def2-TZVPD.

The geometry in XYZ format:
```
35
Properties=species:S:1:pos:R:3:forces:R:3
N 6.8308 -0.5924 -0.7027 -0.3 -0.1 -0.7
P 6.1150 0.6683 -1.1365 0.5 0.1 1.2
S 4.8651 0.2769 -2.9623 0.0 -0.3 -0.8
P 2.9860 -0.3724 -1.9552 -0.5 0.3 0.3
O 3.3966 -0.6838 -0.6035 0.5 -0.4 1.0
H 6.7114 -1.4464 -1.2224 0.4 -0.4 0.4
H 6.8892 1.7582 -1.5607 -0.2 0.1 -0.3
H 5.1783 1.1936 -0.2417 -0.2 0.2 -0.2
H 4.5742 1.4116 -3.6187 -0.2 0.3 0.1
H 2.1376 0.7298 -2.0679 -0.1 0.1 -0.5
H 2.5528 -1.4310 -2.7479 0.0 0.1 -0.4
C -4.9191 2.3565 1.5701 -0.1 0.0 0.0
C -5.1149 2.1797 0.2053 0.0 0.0 0.0
C -4.3039 1.3162 -0.5075 -0.1 0.0 0.0
C -3.2870 0.6299 0.1409 0.1 -0.1 0.1
C -3.0795 0.8209 1.5111 0.1 -0.1 -0.1
C -3.9039 1.6803 2.2217 0.0 0.1 0.1
C -1.9708 0.1280 2.2292 0.0 0.0 -0.1
O -1.7833 0.2859 3.4126 0.0 0.0 0.1
C -1.0793 -0.7726 1.4295 -0.1 0.1 -0.1
C -0.0079 -1.3941 2.0600 0.1 0.0 0.1
C 0.8217 -2.2349 1.3443 0.0 0.0 0.0
C 0.5715 -2.4723 -0.0041 0.1 0.0 0.0
C -0.4902 -1.8547 -0.6380 0.1 0.0 -0.1
C -1.3141 -0.9924 0.0740 -0.1 0.1 0.1
C -2.4359 -0.3080 -0.6420 0.0 0.0 0.1
O -2.6248 -0.5098 -1.8215 0.0 0.0 -0.1
H -5.5606 3.0264 2.1252 0.0 0.0 0.0
H -5.9050 2.7162 -0.3011 0.0 0.0 0.0
H -4.4513 1.1649 -1.5669 0.0 -0.1 0.0
H -3.7404 1.8121 3.2812 0.1 0.0 0.0
H 0.1647 -1.2059 3.1097 -0.1 0.0 0.0
H 1.6612 -2.7097 1.8324 0.0 0.0 0.0
H 1.2135 -3.1437 -0.5615 0.0 -0.1 0.0
H -0.6977 -2.0313 -1.6851 -0.1 0.0 0.0
```
Forces are in eV/Å.

## Properties
- E_LUMO (Eh) = -0.17772
- net charge = +1
- spin multiplicity = 1
- energy (Eh) = -1902.94890
- max |F| (eV/A) = 1.3
- gap between HOMO and LUMO (eV) = 6.87

Here are the natural (NBO) charges for atoms 1 to 2, given in e: number 1, N, carries -1.187; number 2, P, carries 1.284

=====

(6)
Here is C4H9N in the gas phase from the Open Molecules 2025 dataset. Energies are from wB97M-V/def2-TZVPD.

The geometry in XYZ format:
```
14
Properties=species:S:1:pos:R:3:forces:R:3
C 1.0312 -1.5273 0.4868 0.1 0.0 0.1
C -0.0138 -0.4422 0.5808 0.0 -0.2 0.1
C 0.3239 0.9948 0.8262 0.1 0.1 0.1
N 0.0137 0.5085 -0.4925 0.2 -0.1 -0.3
C -1.1015 0.8638 -1.3321 -0.1 0.1 0.0
H 1.4116 -1.8368 1.4639 -0.1 0.0 0.0
H 0.6311 -2.4156 -0.0161 0.1 0.2 0.0
H 1.8586 -1.1340 -0.1102 0.0 -0.1 0.1
H -0.9844 -0.7511 0.9837 0.1 0.1 -0.2
H 1.3589 1.3070 0.9467 -0.1 -0.1 0.1
H -0.3891 1.5790 1.4168 0.0 -0.1 -0.3
H -1.9847 1.2731 -0.8207 0.1 -0.1 0.2
H -0.7530 1.6171 -2.0476 -0.2 -0.1 0.0
H -1.4026 -0.0362 -1.8857 0.0 0.3 0.1
```
Forces are in eV/Å.

## Properties
- E_LUMO (Eh) = 0.04554
- spin multiplicity = 1
- energy (Eh) = -212.50756
- SMILES = C[C@H]1CN1C
- max |F| (eV/A) = 0.4
- gap between HOMO and LUMO (eV) = 10.03

Here are the natural (NBO) charges for atoms 1 to 2, given in e: number 1, C, carries -0.615; number 2, C, carries -0.072